No. 1
Density functional theory data (ωB97M-V/def2-TZVPD) for a molecular structure, C7H18N4O2 in a non-equilibrium geometry.

Computed properties:
- Kohn-Sham gap: 8.46 eV
- Max |F|: 4.79 eV Å⁻¹
- HOMO: -0.5912 Ha
- ΔE to the lowest compared entry with this formula, charge and spin: 4.462 eV

The geometry in ORCA input format:
```
! wB97M-V def2-TZVPD RIJCOSX def2/J DEFGRID3
* xyz 2 1
C 1.57 0.46 0.43
C 1.54 1.34 -0.67
C -1.78 0.02 0.92
C -3.58 1.40 -0.25
C -1.70 -2.34 1.05
C 3.97 1.51 -0.43
C 4.06 0.00 -0.13
N 4.77 -0.38 0.99
N -2.31 1.07 0.38
N 2.71 1.72 -1.11
N -2.58 -1.18 0.90
O 2.31 -0.54 0.12
O -3.58 -1.29 -1.94
H 0.73 0.30 1.05
H -4.19 1.65 0.58
H -3.29 2.26 -0.94
H -3.84 0.55 -0.80
H -1.01 -2.33 1.88
H -2.14 -3.33 0.99
H -0.93 -2.27 0.29
H 3.80 2.07 0.43
H 4.86 1.86 -0.98
H 4.42 -0.50 -1.00
H 4.78 -1.32 1.22
H 4.89 0.30 1.80
H -1.71 1.84 0.28
H -4.41 -0.83 -1.70
H 2.71 1.99 -2.08
H -3.30 -1.27 1.58
H -3.04 -1.25 0.02
H -3.74 -1.54 -2.85
*
```

---

No. 2
Density functional theory data (ωB97M-V/def2-TZVPD) for a molecular structure, C7H18O2Si2 in a non-equilibrium geometry.

Computed properties:
- Kohn-Sham gap: 8.79 eV
- Max |F|: 3.46 eV Å⁻¹
- HOMO: -0.2967 Ha
- ΔE to the lowest compared entry with this formula, charge and spin: 0.000 eV

The geometry in ORCA input format:
```
! wB97M-V def2-TZVPD RIJCOSX def2/J DEFGRID3
* xyz 0 1
C 1.55 1.61 -1.02
C 2.04 0.11 -1.24
C 1.46 1.95 0.54
C 0.89 -0.67 -1.80
C -2.94 -2.10 -1.07
C -1.56 2.39 1.77
C 0.21 -2.45 0.59
O 0.35 0.60 2.90
O -1.76 -1.44 -1.45
Si -0.10 1.17 1.36
Si -0.41 -0.95 -0.42
H 2.36 2.13 -1.50
H 0.53 1.76 -1.50
H 2.79 0.11 -1.98
H 2.47 -0.23 -0.37
H 2.44 1.47 0.98
H 1.34 3.05 0.72
H 0.31 -0.05 -2.53
H 1.08 -1.62 -2.17
H -3.76 -1.35 -1.09
H -2.82 -2.48 -0.09
H -3.09 -2.90 -1.77
H -1.68 3.25 1.02
H -2.52 1.92 1.65
H -1.65 2.70 2.85
H -0.54 -3.13 0.94
H 1.10 -3.00 0.10
H 0.63 -2.15 1.50
H 1.27 0.29 3.07
*
```

---

No. 3
Density functional theory data (ωB97M-V/def2-TZVPD) for 4 unconnected molecules or ions with the total composition C7H19BrF2N2O5Si in a non-equilibrium geometry.

Computed properties:
- Structure (SMILES): CNC[Si@@H](Br)N(C(=O)F)C(=O)F.CO.CO.CO
- Kohn-Sham gap: 8.88 eV
- Max |F|: 6.10 eV Å⁻¹
- HOMO: -0.3410 Ha

The geometry in ORCA input format:
```
! wB97M-V def2-TZVPD RIJCOSX def2/J DEFGRID3
* xyz 0 1
C 4.06 -0.65 -0.55
N 2.73 0.04 -0.50
C 1.91 -0.72 0.53
Si 0.06 -0.21 0.37
Br -0.12 1.69 -0.88
N -1.04 -1.54 -0.13
C -0.88 -1.94 -1.54
O -1.31 -1.13 -2.41
F -0.26 -3.13 -2.00
C -0.98 -2.69 0.80
O -1.80 -2.68 1.76
F -0.05 -3.76 0.73
H 4.46 -0.82 0.52
H 4.84 -0.01 -1.11
H 3.98 -1.69 -1.05
H 2.25 0.04 -1.41
H 2.31 -0.36 1.56
H 2.08 -1.86 0.49
H -0.36 0.18 1.74
C -1.77 4.86 0.63
O -0.68 4.64 1.52
H -2.43 3.99 0.66
H -2.32 5.75 0.94
H -1.39 4.99 -0.39
H -0.12 5.42 1.47
C 2.09 0.73 -4.82
O 2.27 1.40 -3.58
H 1.84 -0.31 -4.62
H 1.28 1.20 -5.38
H 3.02 0.77 -5.40
H 2.49 2.32 -3.78
C -4.50 -2.50 4.64
O -4.07 -1.66 3.58
H -4.87 -1.88 5.45
H -5.30 -3.16 4.28
H -3.66 -3.10 4.99
H -3.75 -2.23 2.87
*
```

---

No. 4
Density functional theory data (ωB97M-V/def2-TZVPD) for a molecular structure, C7H19ClFO4PSb in a non-equilibrium geometry.

Computed properties:
- Kohn-Sham gap: 7.80 eV
- Max |F|: 5.84 eV Å⁻¹
- HOMO: -0.1667 Ha
- ΔE to the lowest compared entry with this formula, charge and spin: 4.159 eV

The geometry in ORCA input format:
```
! wB97M-V def2-TZVPD RIJCOSX def2/J DEFGRID3
* xyz -1 1
C 1.43 3.29 0.93
C 0.80 3.29 -0.58
C 1.12 1.97 -1.49
O 1.36 0.73 -0.74
C 0.92 -0.46 -1.48
Sb 0.02 -1.82 0.09
Cl -0.19 0.11 1.63
C -1.96 -1.44 -0.81
C -3.21 -1.38 0.26
C -3.72 0.16 0.59
F -2.98 -2.09 1.54
P 2.32 -2.14 1.04
O 2.93 -0.79 1.61
O 3.47 -2.78 -0.11
O 2.18 -3.27 2.37
H 2.33 4.05 1.08
H 1.78 2.25 1.33
H 0.56 3.64 1.66
H 1.29 4.22 -1.15
H -0.37 3.45 -0.54
H 0.22 1.88 -2.27
H 2.07 2.22 -2.17
H 1.82 -1.01 -2.04
H 0.07 -0.29 -2.25
H -0.58 -2.94 1.28
H 0.26 -3.14 -1.02
H -1.91 -0.37 -1.33
H -2.12 -2.23 -1.67
H -4.13 -1.92 -0.27
H -4.40 0.09 1.54
H -4.30 0.57 -0.34
H -2.81 0.87 0.81
H 3.83 -2.03 -0.68
H 1.91 -2.72 3.17
*
```

---

No. 5
Density functional theory data (ωB97M-V/def2-TZVPD) for a molecular structure, C7H19ClN3O2PS3Zr.

Computed properties:
- Kohn-Sham gap: 8.15 eV
- Max |F|: 0.71 eV Å⁻¹
- HOMO: -0.6004 Ha
- ΔE to the lowest compared entry with this formula, charge and spin: 0.024 eV

The geometry in ORCA input format:
```
! wB97M-V def2-TZVPD RIJCOSX def2/J DEFGRID3
* xyz 2 1
Zr 1.55 -0.39 -0.99
N 3.68 0.70 -0.56
N 4.11 1.65 -1.50
C 3.41 1.91 -2.61
N 3.91 2.75 -3.49
S 1.86 1.22 -2.89
H 3.69 1.14 0.36
H 4.34 -0.08 -0.55
H 5.03 2.05 -1.36
H 4.80 3.21 -3.37
H 3.38 2.98 -4.32
C -4.25 0.81 1.99
C -3.55 0.80 0.66
C -3.99 1.86 -0.30
O -2.08 1.08 0.97
P -0.94 0.13 0.61
S 0.85 1.02 0.97
S -0.86 -0.37 -1.41
O -1.13 -1.16 1.46
C -0.32 -2.41 1.52
C 1.10 -2.16 1.98
C -0.44 -3.26 0.27
H -5.31 0.60 1.83
H -4.16 1.79 2.46
H -3.85 0.05 2.66
H -3.57 -0.20 0.21
H -3.90 2.85 0.15
H -5.04 1.69 -0.55
H -3.42 1.83 -1.23
H -0.83 -2.92 2.33
H 1.79 -1.68 1.26
H 1.54 -3.14 2.19
H 1.13 -1.56 2.89
H 0.24 -2.97 -0.53
H -1.46 -3.26 -0.11
H -0.21 -4.28 0.56
Cl 2.91 -2.26 -1.56
*
```

---

No. 6
Density functional theory data (ωB97M-V/def2-TZVPD) for a molecular structure, C7H19ClN3O2PS3Zr in a non-equilibrium geometry.

Computed properties:
- Kohn-Sham gap: 8.01 eV
- Max |F|: 1.54 eV Å⁻¹
- HOMO: -0.5953 Ha
- ΔE to the lowest compared entry with this formula, charge and spin: 0.376 eV

The geometry in ORCA input format:
```
! wB97M-V def2-TZVPD RIJCOSX def2/J DEFGRID3
* xyz 2 1
Zr 0.94 0.62 -0.52
N 0.70 0.03 1.88
N -0.14 -1.04 2.20
C -0.86 -1.66 1.25
N -1.68 -2.62 1.63
S -0.72 -1.30 -0.42
H 1.62 -0.15 2.29
H 0.32 0.87 2.32
H -0.24 -1.27 3.18
H -1.80 -2.90 2.59
H -2.22 -3.10 0.93
C 5.64 -1.33 -4.69
C 4.21 -1.56 -4.27
C 3.72 -2.97 -4.37
O 4.17 -1.20 -2.78
P 3.22 -0.22 -2.08
S 3.07 -0.68 -0.12
S 1.34 -0.20 -2.86
O 3.86 1.19 -2.22
C 3.41 2.54 -1.80
C 3.33 2.69 -0.29
C 2.15 2.99 -2.50
H 5.72 -1.55 -5.76
H 6.31 -2.00 -4.16
H 5.95 -0.30 -4.53
H 3.54 -0.86 -4.76
H 4.37 -3.65 -3.83
H 3.71 -3.27 -5.42
H 2.70 -3.07 -3.99
H 4.24 3.15 -2.14
H 2.50 2.16 0.20
H 3.13 3.74 -0.06
H 4.22 2.35 0.22
H 1.22 2.68 -2.01
H 2.10 2.68 -3.54
H 2.09 4.08 -2.44
Cl -0.42 2.36 0.14
*
```

---

No. 7
Density functional theory data (ωB97M-V/def2-TZVPD) for a molecular structure, C7H19IN7O2ReS.

Computed properties:
- <S²>: 0.754
- Kohn-Sham gap (alpha / beta): 6.96 / 6.78 eV
- Max |F|: 0.65 eV Å⁻¹
- HOMO (alpha / beta): -0.6741 / -0.6716 Ha

The geometry in ORCA input format:
```
! wB97M-V def2-TZVPD RIJCOSX def2/J DEFGRID3
* xyz 3 2
Re 1.28 0.68 -0.94
N 1.06 2.92 -0.88
N 0.90 3.45 -2.20
C 0.69 2.61 -3.23
N 0.47 2.98 -4.45
N 0.75 1.33 -2.77
N 0.47 0.16 -3.40
O 0.17 0.00 -4.52
O 0.60 -0.74 -2.49
H 0.27 3.22 -0.31
H 1.91 3.34 -0.49
H 0.89 4.46 -2.30
H 0.40 3.96 -4.71
H 0.32 2.30 -5.19
I 3.98 0.78 -1.65
C 2.95 0.86 0.20
H 3.14 1.80 0.70
H 3.23 0.00 0.80
C -2.31 -2.97 1.11
N -1.11 -2.17 0.80
C -0.35 -2.63 -0.36
C -0.81 -1.07 1.47
S -0.19 0.48 0.71
N -1.06 -0.94 2.76
C -1.21 0.34 3.47
C -1.10 -2.12 3.66
H -2.79 -3.18 0.15
H -2.99 -2.40 1.73
H -2.05 -3.91 1.59
H -0.26 -3.71 -0.29
H 0.65 -2.21 -0.34
H -0.87 -2.38 -1.29
H -1.70 1.08 2.85
H -0.24 0.70 3.81
H -1.84 0.15 4.34
H -0.63 -2.97 3.18
H -2.12 -2.35 3.95
H -0.53 -1.85 4.55
*
```